Record 1
This record from the Open Molecules 2025 dataset describes C28H35N5OP2Pb as an isolated structure in a non-equilibrium geometry. The level of theory is ωB97M-V with the def2-TZVPD basis set.

```
72
Properties=species:S:1:pos:R:3:forces:R:3
Pb 1.8285 2.2338 -0.7343 -1.10 0.40 0.99
C -0.0201 -1.9661 1.8725 -0.14 0.57 0.46
C 1.2531 -1.7601 2.2177 -0.39 0.76 -0.47
C 2.4624 -2.3369 1.5412 0.73 -0.25 0.72
C 2.8364 -1.8194 0.1248 0.03 -0.45 0.26
C 1.9262 -2.1901 -1.0178 -0.23 0.31 -0.04
C 0.8368 -2.9576 -0.9576 0.28 -0.12 -0.54
C 0.3656 -3.8445 0.1593 -0.83 -0.56 0.32
C -0.5818 -3.1501 1.1823 0.02 -0.41 -1.45
C 0.5425 1.4392 -2.3382 0.20 0.19 -0.71
H -0.7614 -1.1721 2.0328 0.21 -0.46 0.92
H 1.4919 -1.0049 2.9860 -0.31 0.10 -0.80
H 2.4573 -3.4386 1.5256 0.32 0.54 0.18
H 3.2699 -1.9831 2.2032 -0.25 -0.45 -0.42
H 2.9560 -0.7201 0.1703 -0.02 -0.28 -0.09
H 3.8385 -2.2359 -0.1038 -0.20 0.32 0.12
H 2.2097 -1.7496 -1.9922 -0.36 -0.09 0.55
H 0.2197 -3.0470 -1.8604 0.37 0.10 0.17
H 1.1659 -4.4140 0.6493 -0.21 0.40 -0.16
H -0.2503 -4.6202 -0.3169 0.13 0.07 0.07
H -1.4501 -2.7913 0.6068 0.06 -0.27 0.17
H -0.9631 -3.9268 1.8790 0.25 0.61 -0.12
H -0.4358 1.9118 -2.2657 -0.02 -0.25 0.12
H 0.4894 0.3461 -2.3275 -0.08 0.18 -0.12
H 1.0092 1.8066 -3.2654 -0.13 -0.43 -0.01
P 7.5172 -2.8481 -1.0960 2.00 -1.89 -1.67
P 7.3473 -2.0136 2.1897 0.83 -1.78 2.34
N 7.0882 -4.2359 -2.1176 -1.06 -0.26 0.21
N 8.9992 -2.4832 -2.0268 0.28 1.15 0.21
N 6.5715 -3.4393 2.8934 -1.03 -0.39 -1.03
N 8.0775 -1.5123 3.7357 0.50 0.98 -0.07
C 8.3639 -3.8278 0.2434 -0.26 0.13 0.39
C 8.7676 -2.9714 1.4717 0.26 0.21 -0.36
C 5.7800 -4.4132 -2.5912 0.68 -0.95 -0.32
C 5.7080 -5.6225 -3.2703 0.50 0.73 0.52
C 7.0075 -6.2232 -3.2139 0.25 1.12 0.78
C 7.8219 -5.3667 -2.4837 -0.86 -0.18 -0.28
C 9.1929 -1.2331 -2.6234 1.01 -0.64 -0.25
C 10.4248 -1.2171 -3.2641 -0.73 -0.46 0.43
C 11.0217 -2.5034 -3.0721 -1.18 -0.25 0.87
C 10.1429 -3.2406 -2.2858 0.18 0.73 -0.35
C 5.2048 -3.5969 2.6737 0.51 -0.83 0.70
C 4.7870 -4.8062 3.2056 0.50 0.71 -0.27
C 5.9498 -5.4553 3.7240 0.61 0.95 -0.44
C 7.0314 -4.6174 3.4790 -0.59 -0.14 0.01
C 8.6192 -2.2456 4.7957 0.42 0.74 0.09
C 9.3385 -1.3991 5.6275 -0.76 -0.21 -1.11
C 9.2388 -0.0822 5.0726 -0.44 -0.51 -0.69
C 8.4704 -0.1776 3.9229 0.39 -0.69 0.77
H 9.2639 -4.3383 -0.1441 -0.57 0.23 0.15
H 7.6309 -4.6055 0.5274 0.28 0.27 0.06
H 9.2109 -3.6351 2.2352 -0.14 0.49 -0.26
H 9.5204 -2.2115 1.1890 -0.12 -0.37 0.05
H 5.0261 -3.6707 -2.3901 -0.02 0.03 -0.05
H 4.8380 -6.0445 -3.7470 -0.02 0.13 0.01
H 7.3250 -7.1590 -3.6491 -0.08 0.06 0.06
H 8.8459 -5.4911 -2.1761 -0.17 -0.02 -0.17
H 8.4470 -0.4683 -2.5233 -0.14 0.11 -0.04
H 10.8668 -0.3944 -3.8035 -0.16 0.02 0.01
H 11.9646 -2.8681 -3.4513 -0.04 0.11 0.08
H 10.2597 -4.2245 -1.8640 0.10 0.13 -0.21
H 4.6961 -2.8370 2.1197 -0.01 -0.05 0.13
H 3.7726 -5.1740 3.2257 0.08 0.01 -0.06
H 6.0014 -6.4143 4.2176 0.01 0.07 -0.09
H 8.0864 -4.7719 3.6505 -0.24 -0.08 0.09
H 8.4302 -3.2965 4.8979 0.02 0.07 0.05
H 9.8732 -1.7014 6.5157 -0.13 0.05 -0.03
H 9.6912 0.8106 5.4738 -0.11 0.03 -0.07
H 8.1524 0.5731 3.2239 -0.01 0.14 -0.08
O -1.7770 1.1002 0.7106 0.65 1.37 -0.26
C -1.0251 2.0100 0.4985 0.71 -0.43 0.02
N -0.2022 2.8872 0.2969 -0.25 -1.20 0.04
```
Forces are in eV/Å.

The HOMO energy is -8.44 eV. The value obtained for the HOMO-LUMO gap is 7.17 eV. As for the energy above the lowest of the compared OMol25 structures with the same formula, charge and spin: 0.000 eV. Its LUMO energy is -1.27 eV.

These are the Mulliken partial charges, in e, on atoms 1 to 6: number 1, Pb, carries 0.817; number 2, C, carries -0.654; number 3, C, carries -0.717; number 4, C, carries -0.267; number 5, C, carries 0.537; number 6, C, carries -0.415

Record 2
This record from the Open Molecules 2025 dataset describes one molecule with the formula C2H3NOS2 in a non-equilibrium geometry. The level of theory is ωB97M-V with the def2-TZVPD basis set.

```
9
Properties=species:S:1:pos:R:3:forces:R:3
O -1.4412 1.8981 0.3798 -1.93 3.20 0.55
N -0.9441 0.8341 0.0870 -0.75 -0.80 -0.35
C 0.2919 0.6201 0.0686 4.04 -0.32 0.50
C 0.9057 -0.7469 -0.1406 -2.54 0.65 -0.06
S -0.4759 -1.8757 0.3091 -1.47 0.87 -0.79
S -2.0829 -0.3486 -0.4153 1.65 -2.83 0.66
H 0.8397 1.5264 0.3759 0.03 -0.77 -0.26
H 1.1706 -0.9449 -1.1491 0.36 0.01 -1.03
H 1.7362 -0.9626 0.4845 0.60 -0.03 0.79
```
Forces are in eV/Å.

The HOMO energy is -8.98 eV. The value obtained for the HOMO-LUMO gap is 7.84 eV. As for the energy above the lowest of the compared OMol25 structures with the same formula, charge and spin: 3.750 eV. Its LUMO energy is -1.14 eV. Its SMILES is [O-][N+]1=CCSS1.

These are the Mulliken partial charges, in e, on atoms 1 to 6: number 1, O, carries -0.687; number 2, N, carries 0.526; number 3, C, carries -0.163; number 4, C, carries -0.549; number 5, S, carries -0.128; number 6, S, carries -0.009

Record 3
This record from the Open Molecules 2025 dataset describes a 2-piece molecular cluster, FHIN overall in a non-equilibrium geometry. The level of theory is ωB97M-V with the def2-TZVPD basis set.

```
4
Properties=species:S:1:pos:R:3:forces:R:3
N 1.3796 0.3670 -0.3036 0.93 -2.43 -0.02
F 0.1591 0.7190 0.1585 -0.17 -0.45 0.16
I -3.0010 -0.3261 0.3058 0.01 0.00 0.00
H 1.4622 -0.7599 -0.1607 -0.77 2.88 -0.13
```
Forces are in eV/Å.

The HOMO energy (spin up / spin down) is -10.30 / -9.95 eV. The value obtained for the HOMO-LUMO gap (spin up / spin down) is 9.49 / 6.73 eV. As for the energy above the lowest of the compared OMol25 structures with the same formula, charge and spin: 1.460 eV. Its LUMO energy (spin up / spin down) is -0.81 / -3.22 eV.

The computed Mulliken charges, all in e, follow: number 1, N, carries -0.155; number 2, F, carries -0.103; number 3, I, carries 0.010; number 4, H, carries 0.248

Record 4
This record from the Open Molecules 2025 dataset describes a 3-piece molecular cluster, C4H5N3 overall in a non-equilibrium geometry. The level of theory is ωB97M-V with the def2-TZVPD basis set.

```
12
Properties=species:S:1:pos:R:3:forces:R:3
C -1.6971 0.5153 0.3721 -0.27 -0.19 -0.10
N -0.1060 -0.3293 -0.6707 0.32 -0.06 0.14
C 1.0252 -0.6729 -0.2202 -0.30 0.16 -0.07
C 2.0134 -1.3620 -1.0171 0.71 -0.49 -0.59
N 2.8185 -1.9001 -1.6505 -0.82 0.51 0.63
C 0.8093 1.3933 1.8153 -0.79 0.39 -0.73
N 0.0129 1.7364 1.0091 0.90 -0.24 0.82
H -2.0149 -0.5208 0.3097 0.04 0.15 -0.05
H -1.9755 1.1468 -0.4608 0.11 -0.07 0.12
H -1.8581 0.9505 1.3450 0.11 -0.09 -0.13
H -0.3092 -0.5756 -1.6406 0.00 -0.02 0.12
H 1.2815 -0.3816 0.8086 0.00 -0.05 -0.15
```
Forces are in eV/Å.

The HOMO energy is -9.64 eV. The value obtained for the HOMO-LUMO gap is 8.55 eV. As for the energy above the lowest of the compared OMol25 structures with the same formula, charge and spin: 6.701 eV. Its LUMO energy is -1.09 eV.

These are the Mulliken partial charges, in e, on atoms 1 to 6: number 1, C, carries -0.417; number 2, N, carries -0.341; number 3, C, carries 0.380; number 4, C, carries -0.049; number 5, N, carries -0.295; number 6, C, carries -0.172